(1)
Molecular formula: C4H13N3
Method: DFT, ωB97M-V with the def2-TZVPD basis set

Positions of all 20 atoms, in Å:
N  1.436  1.733  -0.740
N  -2.411  -1.964  1.337
N  3.506  1.264  0.183
C  -1.579  -1.540  0.099
C  2.705  1.998  -0.610
C  -0.484  0.306  -1.052
C  -1.062  -0.132  0.273
H  -1.961  0.494  0.337
H  -0.771  -2.256  -0.042
H  3.157  2.899  -1.028
H  -0.440  0.088  1.145
H  -2.632  -1.077  1.793
H  -0.034  -0.454  -1.672
H  -2.232  -1.636  -0.762
H  -3.324  -2.367  1.125
H  4.385  1.685  0.430
H  -1.851  -2.600  1.898
H  3.196  0.367  0.503
H  -0.914  1.186  -1.494
H  1.309  2.008  -1.721

Summary:
- LUMO (spin up / spin down) (eV) = -3.517 / -3.524
- energy above the lowest of the compared OMol25 structures with the same formula, charge and spin (kcal/mol) = 32.2
- 2S+1 = 2
- total charge = +1
- HOMO energy (spin up / spin down) (eV) = -10.253 / -11.670

***

(2)
Molecular formula: C5H12NO2
Method: DFT, ωB97M-V with the def2-TZVPD basis set

Positions of all 20 atoms, in Å:
O  -3.037  -0.280  0.566
O  2.783  0.167  -0.607
N  1.276  0.625  1.300
C  -0.001  0.392  -1.815
C  0.036  0.201  0.804
C  0.313  -0.470  -0.628
C  -0.712  -0.660  1.714
C  -1.161  0.405  -2.372
H  -1.340  0.428  -3.456
H  -2.253  -0.351  1.120
H  1.306  -0.904  -0.745
H  -2.829  -0.230  -0.369
H  1.475  0.716  2.287
H  -0.516  1.105  0.512
H  3.713  0.402  -0.696
H  -0.413  -1.694  1.867
H  -1.120  -0.194  2.609
H  0.803  1.096  -2.077
H  -0.478  -1.234  -0.656
H  2.155  0.477  0.641

Summary:
- LUMO (eV) = -8.194
- energy above the lowest of the compared OMol25 structures with the same formula, charge and spin (kcal/mol) = 282.4
- total charge = +1
- HOMO energy (eV) = -12.953

***

(3)
Molecular formula: C22H24AsClI2OPRu
Method: DFT, ωB97M-V with the def2-TZVPD basis set

Positions of all 53 atoms, in Å:
I  -1.904  -2.493  -1.798
I  2.237  -2.412  -2.928
Ru  -0.121  -0.608  -1.914
As  0.101  -0.222  0.455
Cl  2.266  0.668  -1.579
P  0.093  0.292  -4.119
O  -2.398  1.393  -1.936
C  1.420  2.391  3.574
C  1.196  0.985  1.624
C  -2.166  1.561  0.936
C  0.604  1.705  2.664
C  2.808  2.400  3.430
C  -1.519  0.534  -4.945
C  2.588  0.995  1.470
C  1.475  -4.094  2.816
C  0.606  2.016  -3.830
C  0.426  -1.927  2.845
C  -4.110  1.101  2.305
C  0.522  -1.867  1.451
C  -2.455  -0.641  1.916
C  -1.519  0.605  -1.870
C  -1.691  0.263  1.177
C  1.017  -0.392  -5.495
C  1.071  -2.922  0.739
C  3.384  1.727  2.349
C  -3.647  -0.202  2.512
C  -3.369  1.980  1.510
C  1.492  -4.070  1.414
C  0.932  -3.026  3.535
H  -0.155  2.539  -3.237
H  1.179  -2.822  -0.347
H  0.891  0.286  -6.352
H  -0.480  1.725  2.793
H  -4.217  -0.893  3.137
H  -5.051  1.431  2.750
H  -1.322  0.772  -5.999
H  1.869  -4.931  3.386
H  0.880  -3.014  4.628
H  0.768  2.526  -4.785
H  1.852  -4.919  0.829
H  -3.723  2.991  1.312
H  -2.151  -1.684  2.027
H  0.595  -1.370  -5.740
H  -1.593  2.250  0.313
H  -2.085  -0.400  -4.884
H  4.461  1.758  2.189
H  -0.020  -1.113  3.412
H  2.071  -0.484  -5.219
H  3.432  2.917  4.159
H  1.541  1.983  -3.249
H  3.050  0.452  0.645
H  0.946  2.910  4.403
H  -2.076  1.353  -4.480

Summary:
- LUMO (spin up / spin down) (eV) = -6.418 / -10.429
- 2S+1 = 6
- total charge = +2
- HOMO energy (spin up / spin down) (eV) = -13.547 / -14.683

***

(4)
Molecular formula: C17H20N2O3
Method: DFT, ωB97M-V with the def2-TZVPD basis set

Positions of all 42 atoms, in Å:
O  -0.040  -3.339  -3.013
O  2.712  2.033  -0.889
O  2.291  1.170  0.922
N  0.849  -2.175  -0.919
N  0.687  -1.166  -2.916
C  0.058  -0.904  0.761
C  0.370  -2.528  -2.411
C  -3.676  0.164  0.268
C  0.049  -1.344  2.199
C  1.505  0.848  -3.441
C  -4.642  0.446  0.976
C  2.552  1.759  3.169
C  1.305  -0.054  -2.515
C  1.517  0.019  -1.177
C  -3.272  1.159  2.758
C  -0.997  -0.070  0.344
C  -2.245  0.823  2.115
C  2.690  2.073  1.700
C  2.255  1.101  -0.397
C  -2.191  0.279  0.963
C  1.115  -1.092  -0.251
C  -4.570  1.236  2.125
H  1.217  1.698  -2.920
H  0.572  -1.206  -3.930
H  -0.963  -1.284  2.626
H  2.058  -1.378  0.515
H  0.372  -2.249  2.040
H  -3.708  -0.372  -0.757
H  0.486  -3.284  -0.476
H  -5.568  1.505  2.733
H  3.696  2.095  1.406
H  -1.172  0.934  2.639
H  3.158  0.627  3.423
H  3.027  2.568  3.839
H  -0.943  0.030  -0.819
H  0.695  -0.766  2.585
H  2.647  1.315  -3.436
H  -3.432  1.930  3.518
H  1.327  0.696  -4.406
H  -5.536  0.545  0.595
H  2.304  3.015  1.299
H  1.551  1.603  3.212

Summary:
- LUMO (eV) = 0.405
- energy above the lowest of the compared OMol25 structures with the same formula, charge and spin (kcal/mol) = 363.4
- SMILES = CCOC(=O)C1=C(C)NC(=O)N[C@@H]1/C(C)=C/c1ccccc1
- HOMO energy (eV) = -7.684

***

(5)
Molecular formula: C4H7N2
Method: DFT, ωB97M-V with the def2-TZVPD basis set

Positions of all 13 atoms, in Å:
N  0.307  0.258  0.691
N  -0.895  0.473  0.834
C  1.301  0.510  1.684
C  0.517  -0.263  -0.634
C  -2.014  -0.467  -1.653
C  -0.950  -0.243  -0.968
H  1.067  1.439  2.209
H  2.292  0.547  1.237
H  -2.002  -0.891  -2.650
H  0.956  -1.267  -0.667
H  1.279  -0.286  2.435
H  -2.988  -0.212  -1.263
H  1.131  0.401  -1.255

Summary:
- LUMO (eV) = -5.140
- energy above the lowest of the compared OMol25 structures with the same formula, charge and spin (kcal/mol) = 122.7
- total charge = +1
- HOMO energy (eV) = -15.433

***

(6)
Molecular formula: C16H26BF4N2O2Sn
Method: DFT, ωB97M-V with the def2-TZVPD basis set

Positions of all 52 atoms, in Å:
Sn  -21.056  21.771  -15.039
F  -20.815  24.767  -15.338
F  -22.949  23.893  -15.343
F  -22.232  25.391  -13.785
F  -22.326  26.056  -16.002
O  -24.960  24.538  -18.849
O  -23.547  22.118  -13.187
N  -24.845  26.986  -13.371
N  -21.260  28.313  -16.630
C  -20.725  30.469  -16.463
C  -19.522  29.739  -16.578
C  -24.388  24.876  -20.088
C  -27.036  27.240  -13.186
C  -24.553  21.459  -11.124
C  -24.484  26.408  -20.213
C  -24.861  25.698  -17.973
C  -24.809  22.743  -13.052
C  -25.045  27.768  -12.328
C  -26.041  26.708  -13.885
C  -24.071  26.718  -18.776
C  -23.306  21.278  -12.008
C  -25.026  22.842  -11.526
C  -19.907  28.380  -16.573
C  -26.353  27.978  -12.132
C  -21.799  29.564  -16.576
B  -22.115  25.016  -15.152
H  -26.006  25.985  -14.686
H  -24.274  25.499  -17.077
H  -25.518  26.751  -20.244
H  -25.388  20.772  -11.264
H  -18.497  30.072  -16.642
H  -23.340  24.577  -20.114
H  -24.812  23.640  -13.672
H  -22.512  21.668  -11.373
H  -24.222  28.149  -11.742
H  -26.879  28.408  -11.293
H  -23.206  20.232  -12.301
H  -20.828  31.528  -16.648
H  -22.838  29.754  -16.803
H  -24.187  27.749  -18.442
H  -19.235  27.536  -16.612
H  -24.418  21.562  -10.048
H  -24.812  24.310  -20.918
H  -23.964  26.667  -13.750
H  -21.800  27.467  -16.742
H  -24.448  23.641  -11.062
H  -23.019  26.482  -18.616
H  -25.853  26.023  -17.661
H  -26.082  23.046  -11.344
H  -23.882  26.909  -20.971
H  -28.095  27.139  -13.368
H  -25.562  22.080  -13.479

Summary:
- LUMO (spin up / spin down) (eV) = -10.492 / -10.492
- 2S+1 = 2
- total charge = +2
- HOMO energy (spin up / spin down) (eV) = -12.356 / -12.356